Below is a cluster of 2 separate species, H2NO4S in total in a non-equilibrium geometry, with properties calculated with ωB97M-V with the def2-TZVPD basis set.

Values from the calculation:
Kohn-Sham gap (eV): 5.054
Spin multiplicity: 1
Relative energy (zero: lowest compared OMol25 entry of this formula, charge and spin) (kJ/mol): 285.7
Molar mass (g mol⁻¹): 112.09
Net charge: -1
Energy (eV): -20544.85727
LUMO level (eV): 3.209

Element x y z (Å)
1 N 0.2247 2.5815 -0.3114
2 O -0.6961 -1.0475 1.2970
3 O 0.1877 -2.2294 -0.9203
4 O 0.7267 1.6374 0.5121
5 O -0.5887 2.2388 -1.2224
6 S -1.0283 -2.2071 0.3803
7 H 0.2290 0.7745 0.7006
8 H 0.9450 -1.7482 -0.4360